1.
The following is a quantum chemistry calculation of 3 unconnected molecules or ions with the total composition H6O3, from the OMol25 dataset.

- Max |F|: 7.3 eV Å⁻¹
- Gap between HOMO and LUMO: 10.82 eV
- Structure (SMILES): O.O.O
- HOMO energy: -10.49 eV
- Net charge: 0
- Total energy: -229.2875 Ha
- Relative energy (zero: lowest compared OMol25 entry of this formula, charge and spin): 98.8 kJ/mol

Cartesian coordinates (Å):
O (0.7189, -0.3790, 0.1167)
O (0.8389, 2.0100, 1.4537)
O (-1.6891, -0.7180, -1.3363)
H (1.1359, -1.1820, -0.0873)
H (-2.3281, -1.1060, -0.6533)
H (-1.2521, -1.4560, -1.8813)
H (1.8349, 1.9440, 1.7397)
H (0.0229, -0.2850, -0.3893)
H (0.7179, 1.1720, 1.0377)


2.
The following is a quantum chemistry calculation of 3 unconnected molecules or ions with the total composition H6O3, from the OMol25 dataset.

- Max |F|: 0.2 eV Å⁻¹
- Gap between HOMO and LUMO: 11.41 eV
- Structure (SMILES): O.O.O
- HOMO energy: -10.81 eV
- Net charge: 0
- Total energy: -229.3136 Ha
- Relative energy (zero: lowest compared OMol25 entry of this formula, charge and spin): 30.1 kJ/mol

Cartesian coordinates (Å):
O (0.6875, -0.4697, 0.4822)
O (-0.5974, 2.4042, 0.6414)
O (0.0676, -2.4674, -1.6304)
H (-1.3193, 1.7654, 0.6434)
H (0.8908, 0.4728, 0.5528)
H (1.2929, -0.9087, 1.0893)
H (-0.4933, -1.9590, -2.2227)
H (0.2785, -1.8555, -0.9088)
H (-0.8074, 3.0179, 1.3528)


3.
The following is a quantum chemistry calculation of 3 unconnected molecules or ions with the total composition H6O3, from the OMol25 dataset.

- Max |F|: 3.2 eV Å⁻¹
- Gap between HOMO and LUMO: 11.83 eV
- Structure (SMILES): O.O.O
- HOMO energy: -11.08 eV
- Net charge: 0
- Total energy: -229.3083 Ha
- Relative energy (zero: lowest compared OMol25 entry of this formula, charge and spin): 44.2 kJ/mol

Cartesian coordinates (Å):
O (-1.3592, 1.2073, 0.9431)
O (0.7788, 0.2182, -1.3424)
O (0.5389, -1.3020, 0.7692)
H (-0.5371, 0.9923, 1.3978)
H (0.8231, -0.7601, 0.0716)
H (-1.8959, 0.3892, 0.7840)
H (0.3131, -2.1781, 0.5119)
H (1.2798, 0.6731, -1.9977)
H (0.0585, 0.7602, -1.1375)


4.
The following is a quantum chemistry calculation of 3 unconnected molecules or ions with the total composition H6O3, from the OMol25 dataset.

- Max |F|: 0.5 eV Å⁻¹
- Gap between HOMO and LUMO: 11.00 eV
- Structure (SMILES): O.O.O
- HOMO energy: -10.62 eV
- Net charge: 0
- Total energy: -229.3146 Ha
- Relative energy (zero: lowest compared OMol25 entry of this formula, charge and spin): 27.6 kJ/mol

Cartesian coordinates (Å):
O (-2.9352, -7.1084, -23.6042)
O (-4.7469, -2.6531, -26.0519)
O (-4.7209, -4.7459, -23.9597)
H (-3.4528, -6.3749, -23.9698)
H (-5.1743, -4.2176, -23.2966)
H (-5.6661, -2.6128, -26.3458)
H (-3.4856, -7.4605, -22.8987)
H (-4.5750, -1.7992, -25.6360)
H (-4.6887, -4.1804, -24.7556)


5.
The following is a quantum chemistry calculation of 3 unconnected molecules or ions with the total composition H6O3, from the OMol25 dataset.

- Max |F|: 2.9 eV Å⁻¹
- Gap between HOMO and LUMO: 11.08 eV
- Structure (SMILES): O.O.O
- HOMO energy: -10.67 eV
- Net charge: 0
- Total energy: -229.2949 Ha
- Relative energy (zero: lowest compared OMol25 entry of this formula, charge and spin): 79.1 kJ/mol

Cartesian coordinates (Å):
O (0.3797, -0.1886, -2.7066)
O (-0.5782, 0.1247, -0.2499)
O (-0.0197, -0.3756, 2.1548)
H (-0.3290, 0.0291, -2.0863)
H (0.8565, -0.5663, 1.9090)
H (-1.0069, 0.8516, -0.6145)
H (1.0936, -0.1278, -2.0536)
H (0.0683, 0.0977, 2.9707)
H (-0.4643, 0.1552, 0.6764)


6.
The following is a quantum chemistry calculation of 3 unconnected molecules or ions with the total composition H6O3, from the OMol25 dataset.

- Max |F|: 4.2 eV Å⁻¹
- Gap between HOMO and LUMO: 11.11 eV
- Structure (SMILES): O.O.O
- HOMO energy: -10.34 eV
- Net charge: 0
- Total energy: -229.2627 Ha
- Relative energy (zero: lowest compared OMol25 entry of this formula, charge and spin): 163.8 kJ/mol

Cartesian coordinates (Å):
O (1.9462, 0.1959, 1.0289)
O (-2.5483, -0.3114, -1.3528)
O (0.2393, 0.3792, -0.0943)
H (1.0552, 0.8242, -0.3496)
H (-0.2187, 1.0258, 0.4545)
H (2.4658, -0.2065, 1.7339)
H (-2.1952, -1.1867, -1.5482)
H (1.5699, -0.5555, 0.5568)
H (-2.3142, -0.1649, -0.4294)


7.
The following is a quantum chemistry calculation of a molecular structure, H6O3Rb, from the OMol25 dataset.

- Max |F|: 2.8 eV Å⁻¹
- Gap between HOMO and LUMO: 12.24 eV
- HOMO energy: -15.88 eV
- Net charge: +1
- Total energy: -253.2208 Ha
- Relative energy (zero: lowest compared OMol25 entry of this formula, charge and spin): 38.1 kJ/mol

Cartesian coordinates (Å):
Rb (-20.5062, -0.6253, 30.6742)
O (-20.6248, -3.0986, 29.0069)
O (-17.9544, 0.3687, 31.2706)
O (-21.8427, 0.6764, 28.3836)
H (-20.0725, -3.8767, 28.9806)
H (-17.2207, 0.0173, 31.7513)
H (-20.9894, 1.1703, 28.3776)
H (-21.4270, -3.1880, 28.4807)
H (-17.6729, 0.8655, 30.5090)
H (-21.7634, 0.1837, 27.6036)


8.
The following is a quantum chemistry calculation of a molecular structure, H6O3Sn, from the OMol25 dataset.

- Max |F|: 0.9 eV Å⁻¹
- Gap between HOMO and LUMO: 5.10 eV
- HOMO energy: -18.41 eV
- Net charge: +2
- Total energy: -442.8082 Ha
- Relative energy (zero: lowest compared OMol25 entry of this formula, charge and spin): 266.6 kJ/mol

Cartesian coordinates (Å):
Sn (-0.7808, 0.9856, -0.0878)
O (0.6406, -1.5310, -2.9183)
O (0.0137, 4.3838, 1.8669)
O (-0.6109, -2.8379, 1.1689)
H (-0.0617, -3.3222, 1.7854)
H (-0.1386, 4.6516, 2.7731)
H (-0.8457, -3.4812, 0.5001)
H (0.5243, -2.4534, -2.6908)
H (0.4340, 5.1415, 1.4601)
H (0.8251, -1.5369, -3.8575)


9.
The following is a quantum chemistry calculation of a molecular structure, H6O5Si2, from the OMol25 dataset.

- Max |F|: 2.6 eV Å⁻¹
- Gap between HOMO and LUMO: 8.92 eV
- HOMO energy: -8.43 eV
- Net charge: 0
- Total energy: -958.9907 Ha
- Relative energy (zero: lowest compared OMol25 entry of this formula, charge and spin): 28.6 kJ/mol

Cartesian coordinates (Å):
Si (0.5066, 1.0637, 1.0162)
Si (-0.4758, -0.9954, -0.8297)
O (-1.5317, -0.0828, -1.6792)
O (0.8796, 2.3755, 0.1217)
O (1.8618, 0.6167, 1.7871)
O (-1.1613, -2.2413, -0.0095)
O (0.5025, -1.7186, -1.9181)
H (0.9610, -2.5116, -1.6551)
H (2.7179, 0.7706, 1.3985)
H (-1.8953, -0.4242, -2.4956)
H (-1.7545, -2.0602, 0.7145)
H (-0.4004, 1.3993, 2.1059)
H (0.2840, 2.6690, -0.5581)


10.
The following is a quantum chemistry calculation of 2 unconnected molecules or ions with the total composition H7N3OP2, from the OMol25 dataset.

- Max |F|: 4.7 eV Å⁻¹
- Gap between HOMO and LUMO: 8.49 eV
- HOMO energy: -8.41 eV
- Net charge: 0
- Total energy: -926.3522 Ha
- Relative energy (zero: lowest compared OMol25 entry of this formula, charge and spin): 235.4 kJ/mol

Cartesian coordinates (Å):
P (1.3323, -0.7095, 0.0763)
P (-0.8919, -0.6590, -0.4845)
O (1.3346, -2.0748, 0.8828)
N (1.4252, 0.9776, 1.8423)
N (-1.1847, 0.9472, -0.3812)
N (-0.5708, -0.5380, -2.2320)
H (-0.3267, -1.3946, -2.7836)
H (1.4720, 1.7875, 1.1977)
H (-0.6258, 1.5951, 0.1821)
H (0.1012, 0.1994, -2.1972)
H (-2.1421, 1.1037, -0.3332)
H (0.6263, -2.6153, 0.9289)
H (2.4176, 0.7892, 2.0276)


11.
The following is a quantum chemistry calculation of 3 unconnected molecules or ions with the total composition H7NP4, from the OMol25 dataset.

- Max |F|: 3.3 eV Å⁻¹
- Gap between HOMO and LUMO: 7.81 eV
- HOMO energy: -8.14 eV
- Net charge: 0
- Total energy: -1424.2324 Ha
- Relative energy (zero: lowest compared OMol25 entry of this formula, charge and spin): 130.9 kJ/mol

Cartesian coordinates (Å):
P (0.0409, 0.1053, -1.7455)
P (1.4114, -1.9504, 0.2898)
P (1.1364, -0.2311, 1.6004)
P (0.3195, 1.0166, 0.1562)
N (-0.1036, 2.5344, 0.4346)
H (-0.4906, 1.2071, -2.3847)
H (-2.0957, -0.6173, 0.7817)
H (2.7888, -1.7579, 0.3355)
H (-1.1871, -0.2838, -1.3206)
H (-0.5000, 2.7713, -0.4889)
H (1.4095, -2.7824, 1.4890)
H (-2.7297, -0.0117, 0.8524)


12.
The following is a quantum chemistry calculation of a molecular structure, H7NTa, from the OMol25 dataset.

- Max |F|: 0.8 eV Å⁻¹
- Gap between HOMO and LUMO: 8.47 eV
- HOMO energy: -4.39 eV
- Net charge: -1
- Total energy: -115.8163 Ha

Cartesian coordinates (Å):
Ta (0.4309, 0.0220, -0.1425)
N (-1.2930, 0.0246, 0.9026)
H (0.2929, -1.8367, -0.3592)
H (0.8526, 1.8532, -0.0064)
H (-0.1859, 0.3204, -1.8745)
H (-1.9221, -0.7579, 0.7756)
H (-1.8612, 0.8638, 0.9005)
H (1.8044, -0.2749, 1.0577)
H (1.8814, -0.2144, -1.2538)